Record 1
# C21H27NO4

C21H27NO4 in the gas phase (wB97M-V/def2-TZVPD, OMol25).

```
53
Properties=species:S:1:pos:R:3:forces:R:3:mulliken_charge:R:1
C -0.96259 -5.90650 2.00509 -0.11 0.19 -0.12 -1.396
C -1.04207 -4.75177 1.01416 0.17 -0.14 0.10 -0.048
C 0.31364 -4.48650 0.35254 -0.23 0.01 -0.19 -0.915
C 0.20023 -3.37271 -0.67477 0.21 -0.34 0.42 0.489
O 0.15532 -3.56987 -1.87072 -0.05 -0.15 -0.42 -0.671
N 0.11666 -2.13934 -0.12936 -0.12 0.42 0.10 0.141
H 0.21022 -2.01994 0.86663 0.04 -0.14 -0.02 0.333
C 0.02203 -0.92735 -0.92266 0.10 -0.07 -0.19 0.136
C 1.26454 -0.09715 -0.69569 0.16 0.02 -0.14 -0.157
C 1.45507 0.54412 0.51881 0.29 0.12 -0.10 0.056
C 2.59880 1.28358 0.79874 -0.17 -0.10 0.05 -0.181
C 3.60166 1.37804 -0.18555 0.13 0.09 0.00 1.427
C 3.40105 0.73402 -1.39997 0.17 0.11 0.06 -0.496
C 2.25401 0.00312 -1.65696 -0.18 -0.02 0.08 -1.177
H 2.13834 -0.49013 -2.60954 -0.03 -0.07 -0.12 0.406
H 4.15458 0.79324 -2.16841 0.11 0.04 -0.04 0.407
O 4.73573 2.09985 0.10078 -0.43 -0.16 0.20 -0.449
C 5.73515 2.20589 -0.88114 0.16 0.02 -0.14 -0.968
H 6.51639 2.81827 -0.43250 -0.02 -0.05 -0.09 0.256
H 6.15050 1.22757 -1.14367 -0.03 0.04 -0.01 0.360
H 5.36449 2.70010 -1.78507 0.01 -0.04 0.02 0.364
O 2.60471 1.83177 2.04770 -0.11 -0.27 -0.26 -0.454
C 3.61457 2.72553 2.45772 0.29 0.32 0.27 -0.786
H 3.31555 3.05045 3.45451 0.04 0.00 -0.07 0.284
H 3.67919 3.59303 1.79763 0.00 -0.05 0.06 0.293
H 4.59076 2.23958 2.51128 -0.09 0.07 0.01 0.262
H 0.69967 0.49919 1.28874 -0.11 0.05 0.13 0.456
C -1.24454 -0.15507 -0.61942 0.00 0.01 -0.03 -0.484
C -1.33260 1.19182 -0.93704 -0.03 -0.20 0.03 -0.796
C -2.48333 1.91774 -0.68255 -0.27 0.24 0.01 -0.520
C -3.58231 1.29703 -0.09865 0.12 -0.23 0.00 0.797
C -3.50273 -0.06135 0.20991 -0.16 0.24 0.00 -0.841
C -2.35189 -0.77357 -0.05056 0.01 0.08 -0.05 -0.375
H -2.31704 -1.82758 0.18097 0.01 -0.08 0.04 0.476
H -4.36350 -0.53730 0.65263 -0.11 -0.06 0.06 0.427
O -4.75956 1.90694 0.20407 -0.03 -0.17 0.07 -0.396
C -4.91642 3.27967 -0.09295 -0.12 0.36 -0.05 -0.259
C -6.31427 3.68961 0.34360 0.38 -0.23 -0.09 -1.438
H -6.47518 4.74251 0.13026 -0.04 0.11 -0.01 0.426
H -7.05583 3.09933 -0.18752 -0.10 -0.02 -0.05 0.327
H -6.43472 3.51785 1.40967 -0.04 0.02 0.10 0.325
H -4.79122 3.44941 -1.17168 0.06 -0.03 0.13 0.359
H -4.16238 3.87136 0.44528 -0.03 -0.09 -0.11 0.355
H -2.50883 2.96381 -0.94438 -0.04 0.09 0.00 0.391
H -0.48706 1.68748 -1.39070 0.08 0.08 -0.01 0.395
H -0.00573 -1.27033 -1.96560 0.07 0.08 0.22 0.560
H 0.64743 -5.38744 -0.16340 0.06 0.08 -0.01 0.406
H 1.05368 -4.22065 1.11053 0.04 -0.02 0.03 0.321
H -1.38090 -3.85212 1.53428 -0.06 0.02 -0.05 0.191
H -1.77407 -4.98537 0.23840 -0.04 0.09 -0.01 0.319
H -1.93249 -6.08100 2.46479 -0.05 -0.08 0.09 0.382
H -0.65158 -6.81925 1.50246 0.04 -0.13 -0.01 0.339
H -0.24367 -5.68685 2.79184 0.07 -0.03 0.10 0.343
```
Forces are in eV/Å.

## Properties
SMILES = CCCC(=O)N[C@@H](c1ccc(OCC)cc1)c1ccc(OC)c(OC)c1
orbital gap = 8.85 eV
E_HOMO = -8.12 eV

Record 2
# C12H22CrN7O2S2

C12H22CrN7O2S2 as an isolated structure (wB97M-V/def2-TZVPD, OMol25).

```
46
Properties=species:S:1:pos:R:3:forces:R:3:mulliken_charge:R:1
Cr -0.68043 0.49380 -0.56122 -0.06 -0.16 -0.02 0.467
N 1.54543 -1.23297 2.50928 -0.15 0.10 0.07 0.070
C 2.24329 -1.96845 1.39263 0.01 -0.06 0.08 0.153
C 3.03212 -1.01183 0.49035 0.05 -0.07 -0.06 -1.378
C 2.40172 -0.55090 -0.83079 0.05 0.06 0.00 0.159
N 1.47381 0.62149 -0.71231 -0.03 -0.02 -0.09 -0.397
C 1.70569 -1.69752 -1.55049 -0.01 0.00 -0.05 -1.457
C 0.69228 -2.43101 -0.68390 -0.05 -0.07 0.05 0.193
N -0.54942 -1.60851 -0.51400 -0.04 -0.03 -0.10 -0.230
C 1.30591 -2.91426 0.63442 0.01 -0.01 -0.03 -1.376
H 2.22672 -0.76554 3.11073 0.02 0.00 0.00 0.398
H 1.00020 -1.85846 3.11859 -0.03 0.03 -0.09 0.437
H 0.88351 -0.49571 2.17079 -0.07 -0.04 0.07 -0.439
H 2.96146 -2.58798 1.92849 0.02 -0.01 -0.05 0.423
H 3.92642 -1.56500 0.19453 0.00 0.03 0.00 0.493
H 3.41377 -0.16106 1.06166 -0.03 0.03 0.01 0.431
H 3.23993 -0.22427 -1.44887 -0.02 0.00 0.00 0.361
H 1.57113 1.17206 -1.56624 0.00 0.00 0.00 0.432
H 1.79888 1.25522 0.01591 0.02 -0.02 0.02 0.275
H 2.46010 -2.41175 -1.88567 0.01 -0.01 0.04 0.473
H 1.22511 -1.33127 -2.46317 0.01 0.00 0.00 0.486
H 0.38567 -3.33537 -1.21254 0.03 0.01 0.01 0.399
H -1.09692 -1.94902 0.27599 0.06 -0.02 0.07 0.270
H -1.15690 -1.82238 -1.30806 0.00 -0.02 0.01 0.440
H 1.91831 -3.77889 0.36889 -0.02 0.00 -0.01 0.490
H 0.53565 -3.31749 1.29850 -0.02 0.03 0.02 0.546
C -0.30743 4.73743 -0.10639 0.01 0.08 0.04 -0.573
O -1.32830 4.44533 -1.09311 0.06 0.13 0.10 -0.411
C -1.42125 3.23642 -1.54571 -0.38 -0.45 -0.35 0.801
O -0.62285 2.31169 -1.23444 0.22 0.54 0.11 -0.325
N -2.42563 3.05268 -2.40517 0.26 0.02 0.15 -0.055
N -2.57139 1.81666 -3.04156 -0.02 0.08 0.02 -0.596
H -0.40371 5.79903 0.08867 -0.02 -0.01 -0.01 0.274
H 0.67492 4.51908 -0.51714 -0.01 -0.01 0.00 0.266
H -0.49968 4.16776 0.79952 0.00 -0.03 -0.01 0.244
H -3.02191 3.84013 -2.62463 0.00 0.02 -0.03 0.257
H -2.42045 1.93921 -4.03766 -0.03 -0.04 -0.01 0.283
H -3.51623 1.48042 -2.88726 0.00 -0.02 -0.05 0.276
S -0.70603 0.91248 1.67419 0.05 -0.04 0.06 -0.308
C -1.96943 -0.26879 2.02210 -0.02 0.00 0.04 0.221
C -1.71701 -1.08173 3.16928 0.16 0.01 0.01 0.083
N -1.26461 -1.73923 3.99980 0.00 -0.02 -0.03 -0.541
C -2.98960 -0.47233 1.15563 -0.04 -0.02 -0.08 0.822
S -2.99365 0.27029 -0.42356 0.02 0.02 0.11 -0.344
C -4.05250 -1.37778 1.47351 -0.04 0.04 0.00 -0.173
N -4.90673 -2.11171 1.70042 0.03 -0.03 0.01 -0.322
```
Forces are in eV/Å.

## Properties
spin multiplicity = 4
orbital gap (spin up / spin down) = 6.85 / 8.39 eV
E_HOMO (spin up / spin down) = -14.47 / -14.65 eV
⟨S²⟩ = 3.8514
total charge = +2

Record 3
# C53H69FeN11O19

C53H69FeN11O19 as an isolated structure (wB97M-V/def2-TZVPD, OMol25).

```
153
Properties=species:S:1:pos:R:3:forces:R:3:mulliken_charge:R:1
Fe 13.62552 -18.82577 -7.25854 -3.26 -1.05 0.26 0.602
O 11.88315 -18.40891 -6.02573 0.51 -1.49 -0.66 -0.562
C 10.99108 -19.54489 -6.08737 1.08 0.77 -0.90 2.552
C 11.47502 -20.80900 -6.89679 1.96 -0.37 -0.08 0.487
O 12.67336 -20.67711 -7.65857 0.14 1.81 -0.01 0.563
H 10.07802 -19.26966 -6.61526 -0.39 0.42 0.12 -0.818
H 10.71538 -19.83862 -5.07455 -0.11 -0.24 0.28 -0.958
H 10.69138 -21.23620 -7.52249 -0.62 0.45 -0.37 -0.466
H 11.72698 -21.67355 -6.28266 -0.34 -0.12 1.17 -0.732
C 15.18373 -20.18116 -4.73468 -0.29 -0.71 2.81 -0.490
O 14.79214 -19.62296 -5.72889 -0.19 1.23 -1.50 -0.609
N 14.69908 -19.97215 -3.46254 0.52 0.67 -2.33 0.453
C 15.19254 -20.76778 -2.38662 1.08 -2.01 -0.10 -0.998
C 13.66342 -19.00124 -3.19544 -1.24 -0.58 0.75 -0.151
H 15.96130 -20.95877 -4.78859 -0.02 0.06 0.05 0.493
H 15.21200 -21.82241 -2.66136 -0.59 -0.36 -0.36 0.204
H 14.58898 -20.78222 -1.47910 0.26 0.80 -0.08 0.334
H 16.27318 -20.67554 -2.27796 -0.05 0.92 0.87 0.438
H 13.34071 -18.38952 -4.03791 0.45 -0.11 -0.16 -0.121
H 12.78392 -19.57186 -2.89713 -0.34 -0.19 -0.27 -0.012
H 13.82715 -18.44373 -2.27323 0.74 0.41 -0.24 0.322
C 12.26134 -16.79227 -9.65855 -1.55 -2.39 -0.13 -0.147
O 12.93715 -17.52745 -8.89008 -0.10 0.84 -0.42 -0.586
N 11.06167 -17.18832 -10.20379 2.46 1.46 1.38 0.431
C 10.26948 -16.27753 -11.00355 0.36 0.10 -0.65 -0.960
C 10.36250 -18.41424 -9.91254 0.12 -0.71 -0.42 -0.363
H 12.59065 -15.80663 -10.02222 0.03 -0.23 0.34 0.313
H 10.77815 -15.34121 -11.23300 0.20 0.01 0.45 0.365
H 9.33759 -16.08110 -10.47336 -0.08 0.01 -0.31 0.300
H 10.16447 -16.75218 -11.97914 -0.63 -0.03 -0.04 0.309
H 10.84853 -19.05893 -9.18024 -0.06 0.55 0.51 -0.933
H 9.32496 -18.14472 -9.71514 0.02 -0.26 0.51 0.676
H 10.36130 -19.04142 -10.80402 -0.11 0.13 -0.36 0.338
C 12.83691 -20.38551 -11.30185 -0.42 0.37 -1.96 0.537
O 13.63199 -19.83106 -12.05710 -0.12 -0.42 1.07 -0.739
N 11.90261 -21.27401 -11.74641 -0.59 -1.18 0.05 0.322
C 10.93094 -21.76286 -10.80260 0.00 -0.31 1.08 -1.173
C 11.85350 -21.90667 -13.06113 0.70 0.64 -0.14 -1.097
H 12.65334 -20.16589 -10.23871 0.57 0.10 0.10 0.123
H 11.37652 -21.66402 -9.81276 -0.25 0.30 0.32 -0.296
H 10.68324 -22.82232 -10.86803 0.36 -0.07 -0.66 0.863
H 9.97295 -21.24447 -10.84286 -0.06 0.22 -0.07 0.241
H 12.58502 -21.39077 -13.68307 -0.18 -0.05 -0.17 0.431
H 12.10551 -22.96690 -13.03861 0.23 -0.09 0.40 0.320
H 10.86117 -21.88155 -13.51142 -0.08 0.46 0.13 0.303
C 11.27860 -14.24348 -5.12240 -0.47 -1.64 0.16 0.424
O 10.57255 -13.38917 -5.57480 -0.45 1.65 -0.37 -0.638
N 11.90988 -14.26576 -3.93841 0.63 -0.12 2.22 0.090
C 12.54993 -15.53441 -3.46646 -0.27 1.83 -1.99 -0.648
C 11.96327 -13.09081 -3.04060 0.63 -0.30 -1.36 -1.042
H 11.35070 -15.21423 -5.63685 0.33 -0.18 -0.16 0.125
H 12.60092 -16.06145 -4.41921 0.38 -0.80 0.37 0.011
H 11.96919 -16.11563 -2.75021 0.07 0.34 0.22 0.220
H 13.54643 -15.21534 -3.16102 0.03 -0.65 0.43 0.400
H 11.60229 -13.31268 -2.03632 -0.58 0.21 -0.26 0.301
H 12.98723 -12.73701 -2.92044 0.41 -0.42 0.05 0.339
H 11.53367 -12.27197 -3.61769 -0.81 -0.05 0.63 0.356
C 8.63752 -16.33497 -7.32018 -1.33 1.16 -1.09 0.459
O 8.32393 -15.94816 -8.45165 0.95 -0.82 0.25 -0.790
N 8.17683 -15.71233 -6.24031 -0.79 -0.02 3.52 0.359
C 8.32890 -16.44860 -4.93110 1.13 -0.07 -1.56 -0.980
C 7.34254 -14.48798 -6.19525 0.76 -1.06 -0.83 -1.062
H 9.24654 -17.21059 -7.04708 0.18 -0.04 -0.47 0.141
H 7.73824 -17.36372 -4.97317 -0.35 0.15 0.46 0.328
H 8.20409 -15.87274 -4.01409 -0.50 0.28 -0.44 0.431
H 9.37149 -16.76637 -4.91927 0.18 -0.25 0.20 0.074
H 7.90605 -13.74648 -5.62892 -0.10 0.25 -0.34 0.278
H 7.17608 -14.25391 -7.24673 0.04 0.57 0.21 0.345
H 6.37792 -14.65270 -5.71517 0.04 -0.31 0.05 0.322
C 8.63133 -25.09608 -6.40297 1.82 0.89 0.77 -1.045
C 9.59729 -24.43159 -7.19541 -1.73 -1.39 -1.02 0.251
C 9.32050 -24.40387 -8.56027 -1.51 1.03 -0.59 0.538
C 8.07792 -24.88955 -9.08389 -0.58 -0.84 1.99 -0.271
C 7.13202 -25.56531 -8.22375 1.69 1.19 -0.45 -0.666
C 7.44188 -25.61045 -6.84328 -0.29 0.06 -1.57 -0.456
N 7.69154 -24.61689 -10.49228 -0.76 -0.05 -2.51 0.965
O 6.58038 -24.97911 -10.96393 2.29 0.48 2.06 -0.593
O 8.50744 -24.02253 -11.21507 -0.72 -0.65 1.49 -0.513
H 8.86595 -25.18821 -5.35280 -0.16 0.09 0.29 0.439
H 10.49563 -23.95841 -6.82732 -0.01 -0.13 0.24 0.657
H 9.91503 -23.75334 -9.18456 0.24 -0.40 -0.29 -0.093
H 6.23275 -25.99177 -8.64308 -0.08 0.18 0.02 0.496
H 6.75849 -25.96769 -6.08714 -0.17 -0.35 -0.29 0.440
C 15.41373 -23.20474 -10.58485 0.34 0.64 0.70 -0.699
C 15.00948 -22.79843 -9.28753 0.44 -0.12 -1.93 -0.150
C 15.97291 -22.67347 -8.31701 -1.31 0.34 1.37 -0.079
C 17.25018 -23.05777 -8.52699 1.71 -0.52 -2.04 -0.161
C 17.71207 -23.40502 -9.82091 -1.34 -0.17 -0.83 -0.494
C 16.76625 -23.41733 -10.89872 -0.12 0.29 2.16 -0.630
N 18.16508 -23.07902 -7.39367 1.64 -0.60 1.87 0.998
O 19.23002 -23.67296 -7.51628 -0.63 0.29 -0.80 -0.594
O 17.87693 -22.58455 -6.29483 -0.82 0.11 -1.36 -0.607
H 14.64846 -23.24173 -11.34603 0.05 -0.07 -0.19 0.427
H 13.97743 -22.50149 -9.17305 0.00 0.00 0.50 0.469
H 15.77346 -22.32566 -7.31419 -0.45 0.08 0.03 0.599
H 18.71335 -23.72636 -10.06704 0.19 0.27 0.49 0.462
H 17.06273 -23.55003 -11.92871 0.18 -0.30 0.10 0.422
C 14.02566 -24.72564 -3.95651 1.09 0.33 -0.85 -0.461
C 14.21215 -26.00115 -4.48394 -0.72 0.95 2.15 -0.775
C 13.84928 -26.28218 -5.76285 0.64 -2.25 -1.08 -0.515
C 13.55333 -25.32692 -6.67471 -1.09 3.62 1.31 -0.938
C 13.50079 -23.95297 -6.17809 0.11 -2.28 -1.68 0.658
C 13.79199 -23.66964 -4.84638 -0.87 -0.52 -0.64 0.104
N 13.23477 -25.66727 -8.09565 0.86 2.46 0.66 1.063
O 12.84393 -24.82429 -8.88238 -0.72 0.63 0.78 -0.486
O 13.58847 -26.73581 -8.42848 0.48 -3.33 -0.68 -0.638
H 14.20143 -24.51841 -2.91125 0.05 -0.07 0.10 0.437
H 14.51029 -26.79390 -3.81382 -0.08 -0.16 -0.06 0.392
H 13.87451 -27.33073 -6.02032 0.01 -0.03 -0.47 0.448
H 13.22526 -23.24995 -6.95026 0.11 0.72 0.27 0.347
H 13.73868 -22.63967 -4.52588 -0.06 0.08 0.14 0.387
C 10.48906 -18.09445 -1.00599 1.37 0.12 -0.93 -0.537
C 9.52531 -18.16320 -0.00567 0.10 -1.93 -1.62 -1.090
C 8.41375 -18.96642 -0.31802 -2.19 1.50 -0.15 -0.820
C 8.07909 -19.33571 -1.63891 2.66 0.36 0.60 -0.425
C 9.10994 -19.16960 -2.57982 -0.91 -0.12 -1.56 1.066
C 10.34344 -18.59195 -2.33273 -1.77 0.43 2.43 -0.160
N 6.75496 -19.84865 -2.04388 -0.71 0.09 -1.54 1.220
O 5.96355 -20.18699 -1.18370 0.68 0.14 -0.12 -0.654
O 6.48793 -19.86012 -3.26836 0.86 0.03 2.20 -0.564
H 11.45204 -17.66730 -0.76803 0.07 0.47 0.12 0.348
H 9.70237 -17.72928 0.96734 -0.17 -0.15 0.02 0.457
H 7.59122 -18.97957 0.38174 0.00 -0.43 0.36 0.454
H 8.93593 -19.40476 -3.61944 -0.39 -0.36 -0.11 0.324
H 11.00495 -18.40878 -3.16656 0.28 -0.09 0.18 0.416
C 7.31112 -19.98642 -7.69485 -1.52 0.34 -1.00 0.383
C 6.19015 -19.14758 -7.68497 0.24 -0.51 -1.76 -0.845
C 5.26872 -19.15549 -8.78146 0.36 0.10 0.83 -0.618
C 5.44433 -19.97291 -9.91934 0.20 0.44 2.12 -0.473
C 6.50675 -20.89000 -9.84085 0.12 0.83 -1.05 -0.009
C 7.42242 -20.87008 -8.78489 -0.36 -0.05 0.85 -0.040
N 4.43220 -19.96350 -11.03983 -1.08 -1.01 -0.37 0.924
O 4.76441 -20.39389 -12.14051 0.52 0.53 1.16 -0.556
O 3.26103 -19.65275 -10.79302 1.76 0.17 0.37 -0.546
H 7.98552 -19.92901 -6.85325 0.20 -0.39 -0.22 0.087
H 6.09711 -18.44247 -6.87223 -0.45 0.05 -0.01 0.409
H 4.42143 -18.50536 -8.62076 -0.20 0.03 -0.63 0.397
H 6.68635 -21.49227 -10.71915 -0.01 -0.47 0.10 0.504
H 8.16143 -21.65169 -8.68817 0.29 -0.02 -0.47 0.349
C 10.42653 -22.56079 -1.11907 -1.47 0.24 1.65 -0.707
C 10.78983 -22.26648 -2.39741 2.08 -0.60 -0.51 0.278
C 9.94217 -22.35137 -3.43114 -2.86 0.30 -2.20 0.095
C 8.57065 -22.63182 -3.23792 0.97 -0.01 1.33 -0.338
C 8.17488 -22.96903 -1.93779 -0.04 0.42 -0.57 -0.705
C 9.10651 -22.92836 -0.86460 -0.64 0.48 -1.27 -0.725
N 7.61082 -22.43208 -4.37920 1.91 0.44 -0.86 0.637
O 6.62813 -23.10841 -4.50580 -0.40 -0.22 0.69 -0.613
O 8.00631 -21.61378 -5.21517 -0.44 -0.60 0.82 0.141
H 11.02759 -22.32361 -0.25370 0.49 -0.35 -0.11 0.415
H 11.80443 -22.10628 -2.73106 0.38 0.42 0.61 0.469
H 10.25253 -22.07427 -4.42778 0.18 -0.07 -0.12 0.061
H 7.11383 -23.11844 -1.80273 -0.08 -0.23 0.41 0.518
H 8.73998 -23.01803 0.14734 0.03 -0.27 0.01 0.386
```
Forces are in eV/Å.

## Properties
spin multiplicity = 5
orbital gap (spin up / spin down) = 6.92 / 6.84 eV
E_HOMO (spin up / spin down) = -8.11 / -8.02 eV
⟨S²⟩ = 6.0082